{"formula": "C18H20N3O2STi", "method": "ωB97M-V with the def2-TZVPD basis set", "e_tot_ev": -61503.2790, "e_above_lowest_kj_mol": 2.6, "total_charge": 1, "homo_lumo_gap_ha": 0.2408, "fmax_ha_per_bohr": 0.004, "homo_energy_ev": -10.99, "e_lumo_ev": -4.441, "spin_multiplicity": 1, "elements": ["Ti", "O", "C", "O", "C", "C", "C", "C", "C", "C", "S", "H", "H", "H", "H", "C", "C", "C", "C", "N", "N", "C", "H", "H", "H", "H", "H", "H", "H", "H", "C", "C", "C", "C", "C", "C", "N", "H", "H", "H", "H", "H", "H", "H", "H"], "coordinates": [[-0.120180, -0.219151, 0.042105], [-0.220354, 0.057703, 4.005652], [-0.233615, 0.577880, 2.936772], [-0.073421, -0.176541, 1.801406], [-0.409761, 2.039404, 2.696990], [-0.712307, 2.779753, 3.840722], [-0.910828, 4.146288, 3.782508], [-0.800774, 4.798590, 2.565442], [-0.493937, 4.083950, 1.419151], [-0.298228, 2.707545, 1.471499], [0.122109, 1.999648, -0.120534], [-0.792614, 2.246284, 4.777579], [-1.151238, 4.696864, 4.681102], [-0.952843, 5.867599, 2.501331], [-0.403539, 4.594251, 0.469424], [5.229324, -0.474579, -1.043402], [3.815525, -0.903697, -1.203087], [3.252655, -1.916218, -1.964323], [1.881398, -1.876399, -1.731282], [1.608937, -0.882508, -0.861609], [2.806255, -0.310661, -0.554699], [0.831642, -2.756185, -2.314208], [5.825699, -0.847602, -1.871683], [5.643063, -0.875485, -0.117282], [5.314181, 0.611271, -1.014443], [3.776459, -2.594387, -2.615431], [2.834403, 0.528080, 0.004931], [1.048891, -2.935554, -3.365436], [-0.164748, -2.323986, -2.233972], [0.834465, -3.722645, -1.808554], [-2.409981, 0.878648, -2.421189], [-2.649505, -0.368603, -1.640891], [-3.738068, -1.174017, -1.598880], [-3.475445, -2.246652, -0.676887], [-2.233593, -2.068720, -0.177557], [-1.417116, -2.952445, 0.719694], [-1.680243, -0.896421, -0.763144], [-3.176492, 0.981488, -3.186540], [-1.440380, 0.862661, -2.926112], [-2.443852, 1.768588, -1.790623], [-4.640568, -1.032559, -2.171948], [-4.136895, -3.063476, -0.436482], [-2.073408, -3.640683, 1.248586], [-0.866942, -2.408424, 1.490162], [-0.704143, -3.558877, 0.155163]], "forces_ev_per_angstrom": [[0.0, 0.2, -0.1], [0.0, 0.0, 0.0], [0.1, 0.1, 0.1], [0.0, 0.0, 0.1], [0.0, 0.1, 0.0], [0.0, 0.0, 0.0], [0.0, 0.0, 0.0], [0.0, 0.0, 0.0], [0.0, 0.0, 0.0], [0.0, 0.0, 0.0], [0.0, -0.1, 0.0], [0.0, 0.0, 0.0], [0.0, 0.0, 0.0], [0.0, 0.0, 0.0], [0.0, 0.0, 0.0], [0.0, 0.0, 0.0], [-0.1, 0.0, 0.0], [0.0, 0.0, 0.0], [0.1, 0.0, -0.1], [-0.1, 0.0, 0.0], [0.1, 0.0, 0.0], [0.0, 0.0, 0.0], [0.0, 0.0, 0.0], [0.0, 0.0, 0.0], [0.0, 0.0, 0.0], [0.0, 0.0, 0.0], [0.0, 0.0, 0.0], [0.0, 0.0, 0.0], [0.0, 0.0, 0.0], [0.0, 0.0, 0.0], [0.0, 0.0, 0.0], [0.0, 0.0, 0.0], [0.0, 0.0, 0.0], [0.0, 0.1, 0.0], [0.2, -0.1, 0.1], [-0.1, 0.0, -0.1], [0.0, 0.0, 0.1], [0.0, 0.0, 0.0], [0.0, 0.0, 0.0], [0.0, 0.0, 0.0], [0.0, 0.0, 0.0], [0.0, 0.0, 0.0], [0.0, 0.0, 0.0], [0.0, 0.0, 0.0], [0.0, 0.0, 0.0]], "lowdin_charge": [0.92, 0.17, -0.46, -0.19, -0.14, 0.01, -0.04, -0.05, -0.11, -0.51, 0.76, 0.13, 0.12, 0.12, 0.10, 0.01, -0.25, 0.05, -0.28, -0.07, 0.07, 0.00, 0.09, 0.10, 0.09, 0.13, 0.16, 0.10, 0.07, 0.10, -0.05, -0.34, -0.02, -0.02, -0.34, -0.03, -0.11, 0.09, 0.08, 0.06, 0.12, 0.12, 0.10, 0.06, 0.07]}


{"formula": "C18H20N4O", "method": "ωB97M-V with the def2-TZVPD basis set", "e_tot_ev": -26997.8345, "e_above_lowest_kj_mol": 165.4, "homo_lumo_gap_ha": 0.2817, "fmax_ha_per_bohr": 0.060, "homo_energy_ev": -8.35, "e_lumo_ev": -0.683, "spin_multiplicity": 1, "elements": ["C", "C", "N", "C", "C", "C", "N", "C", "C", "C", "C", "C", "C", "C", "C", "C", "C", "C", "C", "N", "C", "N", "O", "H", "H", "H", "H", "H", "H", "H", "H", "H", "H", "H", "H", "H", "H", "H", "H", "H", "H", "H", "H"], "coordinates": [[3.943755, 0.835129, -1.199631], [3.081582, 0.158991, -0.157672], [1.739302, 0.785263, -0.182356], [1.658726, 2.187155, 0.300709], [2.069819, 2.358746, 1.762608], [0.630378, -0.027388, -0.037080], [0.673259, -0.887326, 0.962001], [-0.349400, -1.746728, 1.182288], [-0.250719, -2.624670, 2.196912], [-1.259568, -3.571163, 2.398862], [-1.100486, -4.635406, 3.426388], [-2.436167, -3.497793, 1.642485], [-2.557638, -2.574237, 0.603648], [-1.507592, -1.707707, 0.411484], [-1.603019, -0.725289, -0.557721], [-0.554578, 0.133247, -0.796065], [-0.526101, 1.129945, -1.890883], [-1.602847, 1.903968, -2.311012], [-2.874270, 1.937593, -1.614132], [-3.910460, 1.925521, -1.101269], [-1.530026, 2.819179, -3.466651], [-2.633141, 3.384745, -4.045464], [-0.473379, 3.355087, -3.675673], [3.435156, 0.890852, -2.156182], [4.844788, 0.288390, -1.366265], [4.268040, 1.851794, -0.879789], [3.057158, -0.877000, -0.446406], [3.574706, 0.242041, 0.797207], [0.628964, 2.561129, 0.225371], [2.268043, 2.857498, -0.289813], [3.149914, 2.175616, 1.909956], [1.830629, 3.389264, 2.104012], [1.548620, 1.653245, 2.394995], [0.700434, -2.610998, 2.734685], [-0.715726, -5.538103, 2.975218], [-0.396456, -4.337563, 4.167227], [-2.034724, -4.854338, 3.933378], [-3.195196, -4.192214, 1.902486], [-3.435264, -2.531038, -0.029766], [-2.531360, -0.601401, -1.136920], [0.396309, 1.303775, -2.427552], [-2.482648, 4.167409, -4.706750], [-3.538815, 3.244781, -3.556869]], "forces_ev_per_angstrom": [[0.2, 1.3, 0.2], [-0.4, 1.0, -0.6], [0.7, 0.7, -0.8], [-0.4, -0.3, 0.5], [0.5, 0.3, 0.2], [0.0, -0.7, 2.3], [0.7, 0.2, -0.5], [0.3, 1.7, -1.3], [0.1, -2.6, 1.7], [0.8, 1.1, 0.2], [-0.3, 0.0, -0.1], [0.3, 0.8, -1.0], [-0.7, -1.8, 1.7], [-0.4, 0.6, -0.8], [-0.2, 1.6, -1.3], [0.0, 0.7, -1.2], [-2.4, 1.1, -0.3], [0.1, -2.0, 1.1], [-0.1, -0.8, 0.1], [0.5, 0.2, -0.3], [0.1, 2.8, 0.6], [-1.7, -0.9, 0.5], [2.2, -0.3, -1.1], [-0.2, 0.2, -0.1], [0.8, -0.5, 0.0], [-0.4, -0.5, -0.3], [-0.7, -0.5, 0.2], [0.0, -0.1, 0.6], [0.1, -0.4, -0.3], [0.2, -0.1, -0.5], [-0.4, 0.2, -0.1], [0.2, -0.6, -0.2], [-0.3, -0.2, 0.2], [-0.4, -0.2, 0.1], [0.0, -0.4, -0.2], [0.6, 0.3, 0.6], [-0.2, -0.1, 0.0], [-0.8, -0.5, -0.1], [0.0, 0.0, 0.1], [0.5, -0.3, 0.3], [0.1, -0.1, 0.0], [-0.1, -0.9, 1.0], [0.9, 0.3, -1.0]], "lowdin_charge": [-0.09, -0.22, -0.10, -0.20, -0.08, -0.27, 0.21, -0.24, 0.02, -0.25, -0.05, -0.02, 0.00, -0.18, 0.05, -0.11, 0.08, -0.13, -0.20, 0.17, -0.54, 0.15, 0.06, 0.08, 0.06, 0.08, 0.11, 0.10, 0.12, 0.10, 0.07, 0.08, 0.07, 0.13, 0.09, 0.07, 0.08, 0.10, 0.12, 0.13, 0.13, 0.13, 0.10]}